The following is a quantum chemistry calculation of a molecular structure, C54H52BrN5OS2SbTi in a non-equilibrium geometry, from OMol25.

Structure (XYZ):
```
117
Properties=species:S:1:pos:R:3:forces:R:3
Sb 1.338 0.481 3.846 -0.424 0.144 0.466
Br -2.291 -2.492 -1.522 -0.029 0.073 -0.033
Ti -0.459 -0.249 -0.091 2.729 1.519 -0.686
S 1.427 0.586 0.691 -1.481 -0.362 -1.001
S -1.976 4.751 0.033 -0.052 0.122 -0.021
O -0.280 -0.294 -1.893 -0.088 -0.257 -0.541
N -1.016 -1.039 1.720 -0.890 -0.636 -0.033
N -0.584 2.993 1.528 -0.010 0.087 -0.112
N 0.605 -2.133 0.035 -0.212 -0.171 0.289
N -2.551 0.341 0.204 -0.076 0.058 0.388
N -0.949 2.484 -0.730 -0.168 0.011 -0.051
C -1.593 3.037 -1.840 0.132 -0.070 0.002
C -3.376 0.845 -0.711 0.022 0.072 -0.028
C -2.226 4.263 -1.618 -0.077 0.047 0.000
C -2.848 0.463 1.509 0.213 -0.308 0.177
C 2.948 -2.101 3.825 -0.048 0.030 0.048
C -0.513 -0.879 -3.081 -0.153 -0.108 0.462
C 1.265 -3.899 1.484 0.045 -0.096 0.055
C -1.470 2.325 6.678 -0.034 -0.013 -0.063
C -0.278 -1.127 -5.437 0.094 0.031 0.086
C 0.523 -2.768 1.216 -0.304 0.167 0.356
C 1.951 -1.727 5.978 -0.013 -0.060 -0.072
C -4.745 1.805 0.979 0.047 -0.031 0.059
C -0.965 -2.163 -8.027 0.008 -0.025 -0.016
C -1.504 -1.872 -3.143 -0.036 -0.044 -0.203
C -1.665 -1.923 4.213 -0.041 0.014 -0.143
C 1.442 -2.582 -0.893 0.035 -0.125 -0.091
C -2.934 4.923 -2.614 0.016 -0.017 0.006
C -3.001 4.336 -3.865 0.043 -0.059 0.004
C 2.223 -3.710 -0.694 -0.040 0.082 -0.061
C -1.915 -4.110 -6.805 0.033 -0.008 -0.024
C 3.084 1.684 4.001 0.142 0.033 0.033
C -2.023 -0.443 2.377 0.017 0.146 -0.111
C -1.317 -2.037 -5.521 -0.114 -0.034 0.064
C 2.924 3.066 3.927 0.003 -0.025 -0.041
C -3.254 -2.009 -7.069 -0.009 -0.001 -0.007
C -0.735 2.540 7.832 0.025 0.009 0.043
C 2.127 -4.383 0.508 -0.065 0.018 0.105
C -3.926 1.214 1.933 -0.039 0.007 0.181
C 1.125 1.515 -5.376 -0.017 0.000 0.003
C -0.870 1.721 5.577 0.018 0.011 0.041
C 4.357 1.163 4.204 0.020 0.043 -0.008
C -4.491 1.586 -0.364 0.018 -0.043 -0.032
C 4.014 3.914 4.053 0.009 0.005 -0.006
C 1.197 1.563 6.783 -0.099 -0.016 -0.050
C 1.813 1.080 -3.039 0.046 0.008 -0.001
C 3.513 -3.282 4.288 -0.023 -0.001 -0.036
C -1.921 -2.435 -4.325 0.092 0.004 -0.052
C 0.461 1.320 5.619 0.173 -0.013 0.241
C 5.451 2.011 4.329 -0.001 -0.037 -0.014
C -0.734 -2.614 3.453 0.074 -0.071 0.036
C -0.427 -2.142 2.185 0.410 -0.036 -0.011
C -1.846 -2.578 -6.849 0.030 0.015 0.055
C 2.571 -0.448 -4.832 0.000 -0.019 0.009
C -1.066 3.284 0.286 0.125 -0.136 0.298
C 0.602 2.164 7.882 -0.005 0.009 -0.005
C 1.386 0.405 -4.345 -0.005 -0.005 -0.003
C 3.292 -3.691 5.596 0.000 -0.027 0.014
C -1.661 2.466 -3.108 -0.059 -0.053 -0.041
C -2.364 3.116 -4.106 -0.037 0.061 0.019
C 2.510 -2.914 6.439 -0.037 -0.004 -0.011
C 5.282 3.384 4.253 0.001 0.020 -0.017
C 2.165 -1.307 4.666 0.176 -0.056 0.124
C -2.340 -0.839 3.663 -0.079 0.011 0.074
C 0.165 -0.528 -4.246 0.024 -0.030 -0.333
H 3.129 -1.790 2.799 0.014 0.002 0.004
H 2.342 -3.227 7.461 -0.005 0.001 0.004
H -1.903 -2.258 5.213 0.014 0.009 0.017
H 4.508 0.093 4.276 -0.007 -0.007 0.010
H -2.703 -3.181 -4.311 -0.020 0.011 -0.018
H -0.933 -1.079 -8.150 -0.001 0.008 0.002
H 0.219 2.360 1.506 -0.077 -0.059 0.046
H -3.938 -2.321 -6.278 -0.004 -0.004 0.002
H -5.592 2.402 1.287 0.003 0.007 0.010
H 2.026 2.119 -5.490 0.002 0.012 0.004
H 1.040 1.718 -2.614 -0.014 -0.012 0.017
H 3.734 -4.609 5.960 0.008 -0.003 0.004
H 2.761 -1.278 -4.147 0.009 0.005 0.010
H 0.241 -0.858 -6.344 -0.024 0.030 -0.013
H -3.131 -0.348 4.210 -0.003 -0.014 0.021
H 1.186 -4.389 2.444 0.022 -0.009 -0.002
H 2.715 -5.272 0.692 0.013 0.001 0.015
H -0.516 3.759 2.179 -0.005 0.001 -0.001
H -1.443 1.581 4.665 -0.003 -0.007 0.015
H 2.889 -4.044 -1.477 -0.004 0.002 -0.002
H -2.416 2.671 -5.092 -0.002 0.004 -0.009
H 3.875 4.986 3.998 0.000 0.005 -0.003
H 1.182 2.349 8.777 0.001 -0.005 0.009
H 1.937 3.496 3.785 -0.008 -0.003 0.010
H -3.657 -2.355 -8.022 -0.012 -0.016 -0.002
H 6.136 4.043 4.347 0.002 0.003 0.016
H 3.472 0.166 -4.877 0.009 0.006 -0.007
H -2.641 -4.467 -6.074 0.004 0.000 0.014
H 0.865 1.123 -6.359 0.007 -0.006 -0.005
H -0.255 -3.501 3.841 0.023 0.018 0.039
H -1.197 3.012 8.689 -0.002 0.002 0.006
H 1.486 -2.020 -1.816 -0.005 0.019 0.012
H -3.542 4.830 -4.661 -0.006 -0.001 -0.006
H -0.942 -4.538 -6.556 0.010 -0.002 -0.013
H 0.056 -2.532 -7.919 0.007 0.000 0.004
H 2.245 1.291 6.829 0.010 0.004 -0.014
H -3.418 5.870 -2.418 0.005 0.014 -0.005
H -1.375 -2.583 -8.947 0.002 -0.002 -0.006
H 6.437 1.595 4.490 0.004 -0.002 -0.003
H -1.173 1.523 -3.305 0.000 -0.002 0.026
H 0.320 2.175 -5.049 -0.002 0.009 0.007
H -4.132 1.326 2.988 -0.023 0.017 0.000
H 2.681 1.707 -3.254 0.001 0.005 -0.003
H -5.131 1.987 -1.137 -0.005 0.006 -0.003
H -2.216 -4.496 -7.780 -0.023 -0.003 0.001
H 1.346 -1.130 6.649 0.009 0.019 0.013
H 4.130 -3.882 3.630 0.016 0.003 -0.003
H 2.112 0.367 -2.270 -0.036 -0.012 0.011
H -2.508 2.634 6.633 -0.002 0.009 -0.009
H -3.124 0.649 -1.745 0.051 0.079 0.007
H -3.232 -0.917 -7.084 0.001 0.007 -0.010
H 2.398 -0.865 -5.824 -0.008 -0.010 -0.001
```
Positions in Å, forces in eV/Å.

Results
Multiplicity: 1
Net charge: +1
Relative energy (zero: lowest compared OMol25 entry of this formula, charge and spin) in kcal/mol: 11.1
HOMO (alpha / beta) in eV: -9.25 / -9.25
Orbital gap (alpha / beta) in eV: 5.57 / 5.57
DFT total energy in hartree: -6898.0592

***

The following is a quantum chemistry calculation of a single C2H2FN3O molecule in a non-equilibrium geometry, from OMol25.

Structure (XYZ):
```
9
Properties=species:S:1:pos:R:3:forces:R:3
F 1.108 2.569 -0.751 -0.727 0.001 -0.361
O 0.994 0.478 -0.280 1.289 -0.419 2.284
N -0.937 -0.535 -1.791 0.628 -0.001 0.906
N -0.084 1.395 -2.212 -0.552 -0.126 -0.632
N -0.709 0.259 -2.688 -0.463 0.914 -2.970
C -0.951 -0.925 -0.700 -1.727 -2.231 1.162
C 0.507 1.386 -1.133 3.094 2.387 1.985
H 1.553 0.884 0.515 -1.968 -0.729 -2.828
H -1.073 -1.736 -0.022 0.426 0.204 0.454
```
Positions in Å, forces in eV/Å.

Results
Multiplicity: 1
Relative energy (zero: lowest compared OMol25 entry of this formula, charge and spin) in kcal/mol: 101.8
HOMO in eV: -8.32
Orbital gap in eV: 8.39
DFT total energy in hartree: -416.5948

***

The following is a quantum chemistry calculation of a single C6H12 molecule in a non-equilibrium geometry, from OMol25.

Structure (XYZ):
```
18
Properties=species:S:1:pos:R:3:forces:R:3
C 0.339 -0.486 -1.301 -0.527 -0.371 0.132
C 1.387 -1.508 -0.862 0.021 -0.097 0.083
C -1.140 -0.187 1.063 -0.083 1.118 1.631
C 0.467 0.928 -0.716 -0.386 0.008 0.523
C -0.630 1.219 1.794 -0.221 -0.765 0.049
C -0.684 1.025 0.330 0.380 0.177 -0.834
H -2.140 -0.638 0.967 0.251 0.868 0.237
H 0.233 0.937 2.390 0.327 0.180 -0.477
H -0.594 -0.835 -0.792 0.632 -0.197 -1.385
H -1.573 1.544 -0.038 0.298 0.077 -0.195
H -0.403 -0.973 1.272 -0.162 0.556 -0.005
H 0.365 1.707 -1.491 -0.067 -0.290 0.354
H 2.442 -1.232 -0.976 -0.270 0.187 -0.207
H 1.430 1.112 -0.222 -0.135 -0.197 -0.108
H 1.230 -1.703 0.204 0.212 -0.098 -0.074
H -1.070 2.157 2.193 -0.628 -1.275 -0.057
H 0.167 -0.497 -2.385 0.234 0.071 0.217
H 1.216 -2.447 -1.397 0.126 0.048 0.117
```
Positions in Å, forces in eV/Å.

Results
Multiplicity: 1
Relative energy (zero: lowest compared OMol25 entry of this formula, charge and spin) in kcal/mol: 56.5
HOMO in eV: -9.69
Orbital gap in eV: 10.96
DFT total energy in hartree: -235.7282

***

- Number 1 is which compound?
  C54H52BrN5OS2SbTi